# C9H17N3P2

One molecule with the formula C9H17N3P2 (ωB97M-V/def2-TZVPD, the Open Molecules 2025 dataset).

As for the electronic energy: -1200.06673 Eh. As for the net charge: 0. As for the HOMO-LUMO gap: 7.88 eV. Its LUMO energy is 0.19 eV. As for the SMILES: CP(C)/N=c1\ccccn1P(C)(C)=N. The calculation puts the highest occupied orbital energy at -7.6891 eV. For the energy relative to the best compared isomer or geometry (same formula, charge and spin), the calculation gives 0.00 kcal/mol.

Last column: Mulliken charge in e.
Geometry (Å):
C  -3.30335  -0.25020  1.18190  -0.894
P  -2.41063  1.25429  0.44574  -0.163
C  -2.81382  0.90944  -1.30720  -1.033
N  -0.92620  0.43595  0.45064  -0.268
C  0.24785  1.09100  0.23158  0.649
C  0.46520  2.47123  0.22490  -0.943
C  1.69453  2.92106  0.13832  -0.203
C  2.80813  2.11263  -0.12202  -0.652
C  2.65604  0.79021  -0.17863  -0.017
N  1.36715  0.21956  0.00857  0.135
P  0.98591  -1.46166  0.35234  1.163
C  2.47028  -2.39188  0.19120  -1.338
C  -0.15494  -1.93405  -1.04586  -0.947
N  0.50556  -1.80751  1.77006  -1.004
H  -4.32900  -0.26850  0.92361  0.443
H  -3.24663  -0.15109  2.25764  0.318
H  -2.86737  -1.09428  0.55601  0.106
H  -2.12911  1.43002  -1.92688  0.296
H  -3.80979  1.26967  -1.49429  0.406
H  -2.58069  -0.11292  -1.52733  0.327
H  -0.35881  3.08457  0.48910  0.414
H  1.82154  3.98514  0.34497  0.364
H  3.81488  2.52013  -0.37520  0.311
H  3.44354  0.12721  -0.03188  0.219
H  2.51194  -2.61860  -0.87903  0.422
H  2.36798  -3.32262  0.77787  0.307
H  3.34908  -1.85291  0.38908  0.464
H  -0.90154  -2.46860  -0.52493  0.303
H  0.40198  -2.47822  -1.79197  0.476
H  -0.67803  -1.03349  -1.46693  0.053
H  -0.40168  -1.37557  1.93864  0.286